{
  "formula": "C23H45As4IN2OTi",
  "method": "ωB97M-V/def2-TZVPD",
  "relative_energy_ev": 0.604,
  "total_charge": 4,
  "homo_energy_ev": -17.178,
  "species": ["Ti", "C", "C", "C", "C", "C", "C", "H", "H", "H", "H", "H", "H", "C", "As", "C", "C", "C", "C", "C", "As", "C", "C", "C", "As", "C", "C", "H", "H", "H", "H", "H", "H", "H", "H", "H", "H", "H", "H", "H", "H", "H", "H", "H", "H", "H", "H", "H", "H", "H", "H", "H", "H", "H", "I", "C", "C", "N", "N", "C", "H", "H", "H", "C", "As", "C", "C", "O", "H", "H", "H", "H", "H", "H", "H", "H", "H"],
  "xyz": [[-0.1825, 0.0648, 0.1317], [-1.6685, -0.2917, -3.0872], [-2.2402, 0.3245, -1.9716], [-1.5861, 1.3931, -1.3503], [-0.3074, 1.7758, -1.7989], [0.2674, 1.1396, -2.8986], [-0.4333, 0.1313, -3.5624], [-2.2179, -1.0610, -3.6161], [-3.2375, 0.0450, -1.6544], [-2.1036, 1.9786, -0.5979], [0.1738, 2.6613, -1.4030], [1.2196, 1.4836, -3.2841], [-0.0271, -0.3030, -4.4684], [2.5659, -1.3920, -2.3720], [1.2026, -1.8955, -1.0910], [0.0809, -3.0983, -2.1230], [2.1103, -3.1553, 0.1036], [2.8288, -2.6451, 1.3630], [1.8266, -2.5379, 2.5174], [3.5016, -1.2938, 1.1119], [2.3111, 0.2590, 1.0945], [2.3387, 0.9411, 2.9035], [3.2473, 1.6146, 0.0684], [3.8881, -3.6962, 1.7659], [5.6515, -4.0809, 0.8738], [6.6306, -2.4287, 1.2796], [5.3167, -3.7095, -1.0308], [3.0980, -2.3044, -2.6430], [3.2772, -0.6781, -1.9644], [2.0999, -0.9773, -3.2618], [0.6528, -4.0160, -2.2669], [-0.1383, -2.6676, -3.0964], [-0.8473, -3.3285, -1.6048], [2.8264, -3.6263, -0.5743], [1.3721, -3.9173, 0.3630], [0.9688, -1.8908, 2.2785], [2.3105, -2.1483, 3.4148], [1.4404, -3.5285, 2.7638], [4.0768, -1.2872, 0.1861], [4.2013, -1.0617, 1.9193], [3.3802, 0.9479, 3.2278], [1.7617, 0.3010, 3.5666], [1.9534, 1.9577, 2.9315], [4.2989, 1.5765, 0.3580], [2.8662, 2.6043, 0.3138], [3.1690, 1.4368, -1.0019], [3.3851, -4.6669, 1.8027], [4.1921, -3.4909, 2.7974], [6.5933, -2.2315, 2.3514], [6.2954, -1.5529, 0.7231], [7.6723, -2.6120, 1.0193], [4.6544, -4.4593, -1.4663], [6.2820, -3.8101, -1.5270], [4.9494, -2.7011, -1.2345], [-1.6765, 3.3450, 5.1190], [-0.9054, 2.9016, 3.2635], [-0.2677, 3.7579, 2.3746], [0.0787, 3.0468, 1.2941], [-0.3221, 1.7543, 1.3930], [-0.9110, 1.6785, 2.6111], [-0.0498, 4.8142, 2.4449], [0.5280, 3.4063, 0.4672], [-1.2924, 0.7403, 2.9740], [-2.9385, -3.3799, 0.6541], [-2.5425, -1.9542, 1.8484], [-1.8360, -2.5505, 3.5098], [-4.0036, -0.7522, 2.0528], [-1.2231, -1.0075, 1.0647], [-3.8026, -3.9071, 1.0674], [-2.0925, -4.0632, 0.5979], [-3.1973, -2.9868, -0.3279], [-2.6383, -3.0979, 4.0125], [-1.5434, -1.6993, 4.1230], [-0.9922, -3.2151, 3.3365], [-4.8303, -1.3403, 2.4611], [-4.2981, -0.3463, 1.0865], [-3.7517, 0.0445, 2.7508]],
  "forces_ev_per_a": [[0.023, -0.033, -0.016], [-0.007, 0.006, 0.005], [0.008, -0.022, 0.003], [-0.018, -0.028, 0.028], [0.002, 0.057, -0.027], [-0.019, -0.029, -0.030], [0.008, 0.015, 0.024], [0.000, 0.000, 0.000], [-0.001, 0.008, 0.002], [0.005, 0.010, 0.002], [-0.003, 0.008, -0.010], [0.002, 0.003, 0.006], [0.008, 0.002, 0.000], [-0.030, 0.012, -0.015], [-0.002, -0.031, 0.034], [0.009, 0.025, -0.028], [0.046, -0.006, -0.022], [-0.067, -0.051, -0.046], [0.007, 0.021, 0.023], [-0.012, 0.017, 0.009], [0.023, 0.004, 0.018], [-0.005, -0.012, -0.002], [-0.004, -0.008, -0.008], [0.024, 0.028, -0.030], [0.011, -0.038, 0.032], [-0.036, 0.001, -0.003], [-0.042, 0.024, 0.022], [0.000, -0.005, 0.004], [0.007, 0.001, 0.020], [0.011, 0.002, -0.007], [-0.008, -0.010, 0.008], [0.002, -0.002, 0.006], [0.020, 0.001, 0.016], [0.001, 0.013, 0.007], [-0.013, 0.022, 0.022], [0.015, 0.002, -0.015], [-0.017, -0.005, 0.012], [0.004, -0.005, 0.003], [0.002, -0.011, -0.016], [-0.008, 0.012, 0.000], [0.004, -0.009, -0.006], [0.002, 0.001, 0.007], [-0.007, -0.003, -0.005], [0.000, -0.015, 0.010], [-0.003, 0.002, 0.001], [0.003, 0.005, -0.004], [0.005, -0.005, 0.010], [0.003, -0.010, 0.002], [0.022, 0.001, 0.003], [0.006, 0.000, -0.005], [0.009, 0.016, 0.012], [0.016, -0.004, -0.021], [-0.001, -0.010, -0.007], [-0.004, 0.008, -0.010], [0.007, -0.003, -0.016], [-0.024, -0.015, 0.023], [0.022, 0.017, -0.009], [-0.015, -0.006, 0.005], [0.008, 0.026, 0.002], [0.007, 0.016, 0.005], [-0.002, -0.002, 0.001], [0.002, 0.003, -0.002], [-0.007, -0.005, 0.004], [0.033, 0.003, -0.013], [0.036, 0.009, -0.022], [0.006, 0.013, -0.008], [0.011, 0.013, -0.011], [-0.031, -0.012, -0.025], [0.005, -0.019, -0.004], [-0.009, -0.007, 0.018], [-0.021, 0.013, 0.015], [0.004, -0.003, 0.007], [-0.012, 0.003, 0.003], [-0.005, -0.007, -0.005], [-0.014, 0.018, 0.009], [-0.005, -0.017, -0.009], [0.005, -0.010, 0.012]],
  "mulliken_charge": [0.6415, -0.6153, -0.4007, -0.6962, -0.2985, -0.4850, -0.7884, 0.5792, 0.6724, 0.7311, 0.7004, 0.5685, 0.5769, -1.2598, 0.5779, -1.1621, -1.3319, 2.5655, -1.5308, -1.8592, 0.9918, -1.2791, -1.1800, -2.1875, 0.3536, -1.0113, -0.9825, 0.4992, 0.3503, 0.4856, 0.5394, 0.4430, 0.2649, 0.4057, 0.5762, -0.1241, 0.3445, 0.6356, 0.0520, 0.9458, 0.5530, 0.3987, 0.4801, 0.5222, 0.4164, 0.3122, 0.5030, 0.6425, 0.3244, 0.1967, 0.4338, 0.3615, 0.4882, 0.0748, 0.2972, -0.9169, -0.1489, -0.2045, 1.3393, -0.9077, 0.5132, 0.0899, 0.4645, -1.0845, 0.5767, -0.9649, -1.0076, -0.8766, 0.5141, 0.4001, 0.4037, 0.5069, 0.4016, 0.3070, 0.4965, 0.3757, 0.4092]
}